Entry 1:
Entry from the OMol25 dataset: a structure of composition C35H33BBr2N10O2V in a non-equilibrium geometry (ωB97M-V/def2-TZVPD).

The HOMO-LUMO gap (spin up / spin down) comes out at 5.59 / 6.14 eV. The value obtained for the HOMO energy (spin up / spin down) is -13.6336 / -13.6373 eV. As for the spin multiplicity: 2. Its expectation value of S² is 0.7624. The net charge is +2.

CARTESIAN COORDINATES (ANGSTROEM)
V1 0.366 0.792 0.209
C1 -1.453 3.720 2.170
C2 -1.948 2.360 1.798
C3 -3.246 1.883 1.943
C4 -3.173 0.513 1.742
N1 -1.901 0.191 1.479
N2 -1.141 1.323 1.475
B1 -1.305 -1.279 1.496
N3 -0.826 -1.743 0.108
C5 -1.151 -2.837 -0.583
C6 -0.255 -2.967 -1.628
C7 0.640 -1.913 -1.514
C8 1.866 -1.801 -2.365
N4 0.268 -1.144 -0.449
N5 -0.015 -1.130 2.354
C9 0.483 -1.780 3.420
C10 1.605 -1.103 3.861
C11 1.771 -0.029 2.986
C12 2.817 1.033 3.020
N6 0.796 -0.085 2.064
N7 -2.337 -2.177 2.102
C13 -2.652 -2.345 3.421
C14 -3.861 -2.973 3.481
C15 -4.259 -3.145 2.131
C16 -5.511 -3.776 1.612
N8 -3.348 -2.648 1.313
H1 -2.258 4.449 2.104
H2 -0.619 4.064 1.572
H3 -1.115 3.699 3.208
H4 -4.113 2.455 2.231
H5 -3.933 -0.251 1.800
H6 -1.983 -3.444 -0.266
H7 -0.218 -3.756 -2.361
H8 1.686 -2.340 -3.293
H9 2.702 -2.294 -1.863
H10 2.150 -0.788 -2.604
H11 0.009 -2.673 3.791
H12 2.221 -1.343 4.712
H13 3.108 1.227 4.050
H14 2.452 1.969 2.597
H15 3.712 0.720 2.478
H16 -2.028 -1.974 4.216
H17 -4.393 -3.275 4.369
H18 -6.082 -4.220 2.425
H19 -5.280 -4.557 0.889
H20 -6.143 -3.040 1.116
Br1 6.393 -4.004 0.254
C17 5.206 -2.555 0.145
C18 3.969 -2.625 0.763
C19 3.088 -1.561 0.677
C20 3.442 -0.401 -0.004
C21 4.675 -0.361 -0.659
C22 5.556 -1.424 -0.580
N9 2.529 0.702 -0.099
C23 2.990 1.861 -0.378
C24 2.108 2.996 -0.608
C25 2.580 4.212 -1.048
C26 1.663 5.210 -1.356
C27 0.315 4.950 -1.223
C28 -0.080 3.710 -0.746
N10 0.803 2.770 -0.419
H21 3.685 -3.517 1.304
H22 2.119 -1.669 1.134
H23 4.956 0.471 -1.291
H24 6.504 -1.384 -1.098
H25 4.055 2.042 -0.472
H26 3.642 4.374 -1.176
H27 2.007 6.172 -1.714
H28 -0.432 5.687 -1.479
H29 -1.122 3.446 -0.640
Br2 -3.512 0.297 -7.335
C29 -2.561 0.489 -5.731
C30 -1.187 0.696 -5.775
C31 -0.488 0.833 -4.592
C32 -1.163 0.768 -3.374
C33 -2.542 0.560 -3.339
C34 -3.242 0.419 -4.522
C35 -0.404 0.888 -2.145
O1 0.835 0.926 -2.056
O2 -1.024 0.957 -0.999
H30 -0.679 0.749 -6.728
H31 0.584 0.993 -4.604
H32 -3.059 0.503 -2.388
H33 -4.310 0.255 -4.514


Entry 2:
Entry from the OMol25 dataset: a structure of composition C35H33BrHfN6O4S in a non-equilibrium geometry (ωB97M-V/def2-TZVPD).

The HOMO-LUMO gap comes out at 7.07 eV. The value obtained for the HOMO energy is -12.7455 eV. The net charge is +2.

CARTESIAN COORDINATES (ANGSTROEM)
Hf1 -0.527 -0.176 0.121
O1 -2.635 1.612 4.548
C1 -2.994 2.516 3.598
C2 -3.947 3.466 3.944
C3 -4.379 4.388 3.009
C4 -3.866 4.379 1.716
C5 -2.916 3.440 1.368
C6 -2.466 2.510 2.303
C7 -1.524 1.425 1.870
O2 -1.014 1.587 0.592
N1 -0.410 1.202 2.803
N2 0.478 0.279 2.257
C8 1.640 0.198 2.794
C9 2.670 -0.738 2.447
Br1 2.309 -1.831 0.913
C10 3.785 -0.888 3.180
C11 4.920 -1.771 2.968
C12 5.481 -1.978 1.705
C13 6.612 -2.765 1.572
C14 7.180 -3.371 2.684
C15 6.624 -3.178 3.942
C16 5.514 -2.368 4.087
H1 -1.871 1.092 4.262
H2 -4.334 3.459 4.954
H3 -5.127 5.118 3.289
H4 -4.206 5.102 0.988
H5 -2.503 3.404 0.368
H6 -2.090 0.452 1.906
H7 0.022 2.055 3.144
H8 1.891 0.873 3.613
H9 3.842 -0.272 4.076
H10 5.061 -1.486 0.838
H11 7.061 -2.895 0.597
H12 8.065 -3.982 2.571
H13 7.071 -3.642 4.811
H14 5.080 -2.206 5.067
C17 2.787 4.936 -5.247
C18 2.231 3.751 -4.518
C19 2.175 3.731 -3.123
C20 1.663 2.639 -2.450
C21 1.213 1.551 -3.191
C22 1.249 1.542 -4.580
C23 1.756 2.647 -5.232
S1 0.561 0.183 -2.324
O3 0.754 -1.077 -2.973
O4 1.165 0.228 -0.933
N3 -0.946 0.373 -1.837
C24 -2.188 0.197 -2.441
C25 -2.511 0.491 -3.741
C26 -3.831 0.334 -4.200
C27 -4.821 -0.105 -3.368
C28 -4.521 -0.423 -2.025
C29 -5.480 -0.900 -1.108
C30 -5.102 -1.219 0.169
C31 -3.766 -1.050 0.541
N4 -2.831 -0.589 -0.272
C32 -3.196 -0.276 -1.557
H15 3.321 5.601 -4.572
H16 1.978 5.505 -5.711
H17 3.458 4.617 -6.043
H18 2.540 4.580 -2.561
H19 1.617 2.618 -1.370
H20 0.909 0.671 -5.128
H21 1.796 2.659 -6.313
H22 -1.744 0.860 -4.411
H23 -4.057 0.581 -5.229
H24 -5.835 -0.221 -3.728
H25 -6.509 -1.010 -1.428
H26 -5.813 -1.600 0.887
H27 -3.458 -1.303 1.550
C33 0.763 -5.258 -0.476
N5 -0.349 -4.735 0.330
C34 -1.161 -5.704 1.078
C35 -0.573 -3.474 0.404
N6 -0.777 -2.329 0.467
H28 0.371 -5.956 -1.215
H29 1.465 -5.780 0.174
H30 1.279 -4.449 -0.987
H31 -1.639 -6.391 0.381
H32 -1.925 -5.191 1.655
H33 -0.517 -6.270 1.750


Entry 3:
Entry from the OMol25 dataset: a structure of composition C35H33Cl2N6O5S2Ti (ωB97M-V/def2-TZVPD).

The HOMO-LUMO gap (spin up / spin down) comes out at 4.39 / 6.96 eV. The value obtained for the HOMO energy (spin up / spin down) is -2.5630 / -5.1393 eV. As for the spin multiplicity: 3. Its expectation value of S² is 2.0258. The net charge is -1.

CARTESIAN COORDINATES (ANGSTROEM)
Ti1 -0.585 -0.196 -0.548
C1 -0.096 1.087 3.333
N1 -0.784 1.261 2.060
C2 -0.126 2.359 1.339
C3 -2.204 1.460 2.164
C4 -2.806 1.907 3.331
C5 -4.171 2.172 3.400
C6 -4.935 2.020 2.260
C7 -4.359 1.559 1.084
C8 -2.999 1.217 1.012
N2 -2.380 0.731 -0.118
C9 -3.036 0.514 -1.339
C10 -4.218 -0.214 -1.502
C11 -4.692 -0.519 -2.767
C12 -3.992 -0.121 -3.896
C13 -2.800 0.575 -3.756
C14 -2.322 0.885 -2.494
N3 -1.034 1.502 -2.257
C15 -0.086 1.386 -3.370
C16 -1.218 2.913 -1.899
H1 -0.070 2.013 3.925
H2 -0.583 0.317 3.932
H3 0.936 0.798 3.132
H4 0.925 2.112 1.196
H5 -0.209 3.304 1.896
H6 -0.586 2.492 0.367
H7 -2.202 2.072 4.213
H8 -4.613 2.510 4.329
H9 -5.994 2.252 2.274
H10 -4.976 1.450 0.205
H11 -4.735 -0.578 -0.624
H12 -5.599 -1.103 -2.871
H13 -4.351 -0.382 -4.883
H14 -2.232 0.847 -4.635
H15 -0.380 2.011 -4.223
H16 -0.026 0.346 -3.689
H17 0.900 1.682 -3.021
H18 -1.627 3.464 -2.753
H19 -0.255 3.347 -1.627
H20 -1.906 2.997 -1.061
Cl1 -2.473 -3.564 -3.654
C17 -2.371 -3.671 -1.931
C18 -2.945 -4.776 -1.280
C19 -2.855 -4.914 0.074
Cl2 -3.566 -6.302 0.845
C20 -2.182 -3.944 0.853
C21 -1.952 -4.026 2.239
C22 -1.234 -3.044 2.862
C23 -0.777 -1.945 2.122
N4 -1.000 -1.823 0.836
C24 -1.655 -2.821 0.182
C25 -1.706 -2.680 -1.238
O1 -1.119 -1.651 -1.794
H21 -3.446 -5.530 -1.872
H22 -2.324 -4.881 2.788
H23 -1.012 -3.098 3.919
H24 -0.200 -1.156 2.581
S1 3.351 -0.241 2.686
C26 4.257 -0.132 1.310
N5 4.643 -1.151 0.537
C27 5.233 -0.842 -0.760
C28 5.839 0.552 -0.613
S2 4.838 1.386 0.655
H25 4.197 -2.047 0.688
H26 4.467 -0.849 -1.534
H27 5.998 -1.579 -1.002
H28 5.787 1.108 -1.546
H29 6.872 0.510 -0.271
O2 2.535 0.261 -2.164
C29 1.982 -0.429 -1.314
O3 1.272 0.142 -0.317
C30 2.002 -1.888 -1.307
C31 2.222 -2.599 -2.510
C32 2.190 -3.966 -2.541
C33 1.966 -4.696 -1.347
C34 1.804 -4.000 -0.124
C35 1.812 -2.630 -0.117
N6 1.921 -6.084 -1.370
O4 1.704 -6.702 -0.295
O5 2.094 -6.682 -2.463
H30 2.382 -2.032 -3.419
H31 2.319 -4.518 -3.460
H32 1.678 -4.573 0.783
H33 1.704 -2.095 0.818


Entry 4:
Entry from the OMol25 dataset: a structure of composition C35H33ClN4S2Si2Tc in a non-equilibrium geometry (ωB97M-V/def2-TZVPD).

The HOMO-LUMO gap (spin up / spin down) comes out at 6.19 / 6.03 eV. The value obtained for the HOMO energy (spin up / spin down) is -12.4301 / -12.6353 eV. As for the spin multiplicity: 4. Its expectation value of S² is 3.7870. The net charge is +2.

CARTESIAN COORDINATES (ANGSTROEM)
C1 -1.051 -2.514 4.190
C2 -1.130 -2.900 2.809
C3 0.120 -2.544 2.179
H1 -1.940 -3.460 2.353
C4 0.956 -1.925 3.166
C5 0.226 -1.900 4.399
H2 0.616 -1.545 5.345
H3 -1.800 -2.704 4.955
H4 0.357 -2.682 1.128
H5 1.950 -1.514 2.982
Tc1 -0.866 -0.829 2.949
Si1 -0.493 2.314 -0.925
C6 -1.811 1.120 -1.640
C7 -2.873 1.675 -2.353
H6 -2.952 2.766 -2.410
C8 -3.835 0.841 -2.943
H7 -4.642 1.282 -3.528
C9 -3.779 -0.549 -2.769
H8 -4.528 -1.216 -3.199
C10 -2.807 -1.085 -1.925
H9 -2.729 -2.159 -1.732
C11 -1.968 -0.211 -1.245
H10 -1.440 -0.571 -0.361
C12 1.039 1.051 -0.548
C13 0.987 -0.410 -0.605
H11 0.143 -0.988 -0.940
C14 2.186 -1.232 -0.393
H12 2.122 -2.306 -0.572
C15 3.212 -0.666 0.436
H13 4.025 -1.305 0.783
C16 3.092 0.658 0.771
H14 3.853 1.097 1.402
C17 2.051 1.486 0.326
H15 1.976 2.497 0.743
H16 -0.949 -0.529 1.359
Si2 2.190 -0.294 -1.965
C18 3.747 0.563 -2.507
C19 4.441 -0.066 -3.553
H17 3.954 -0.872 -4.112
C20 5.755 0.327 -3.834
H18 6.311 -0.164 -4.627
C21 6.378 1.328 -3.080
H19 7.429 1.576 -3.218
C22 5.643 2.021 -2.119
H20 6.102 2.810 -1.527
C23 4.308 1.689 -1.895
H21 3.711 2.269 -1.196
C24 1.065 -0.293 -3.513
C25 0.753 -1.479 -4.177
H22 1.245 -2.407 -3.877
C26 -0.188 -1.472 -5.216
H23 -0.435 -2.393 -5.748
C27 -0.838 -0.289 -5.573
H24 -1.656 -0.306 -6.300
C28 -0.499 0.906 -4.936
H25 -1.014 1.828 -5.209
C29 0.472 0.904 -3.933
H26 0.763 1.843 -3.451
H27 -0.735 3.712 -1.254
Cl1 -1.309 2.325 1.023
N1 -3.663 -1.696 1.194
C30 -3.904 -1.079 2.340
N2 -2.947 -0.607 3.166
C31 -3.522 0.131 4.202
C32 -4.904 0.229 4.158
S1 -5.554 -0.657 2.842
C33 -2.557 0.813 4.980
C34 -2.638 1.777 5.970
S2 -1.074 2.352 6.402
C35 -0.367 1.348 5.129
N3 -1.271 0.595 4.490
N4 0.926 1.450 4.783
H28 -4.437 -1.942 0.597
H29 -2.723 -1.787 0.814
H30 -5.478 0.800 4.874
H31 -3.577 2.100 6.397
H32 1.511 2.060 5.336
H33 1.272 1.005 3.938


Entry 5:
Entry from the OMol25 dataset: a structure of composition C35H33N11O2SSn (ωB97M-V/def2-TZVPD).

The HOMO-LUMO gap comes out at 7.79 eV. The value obtained for the HOMO energy is -12.4853 eV. The net charge is +2.

CARTESIAN COORDINATES (ANGSTROEM)
Sn1 -0.720 0.137 0.543
C1 3.394 -5.039 1.602
C2 2.700 -3.713 1.734
C3 3.402 -2.509 1.684
C4 2.751 -1.293 1.783
C5 1.371 -1.214 1.982
N1 0.663 0.015 2.047
C6 0.969 0.974 3.035
C7 2.034 0.774 3.924
C8 2.358 1.670 4.921
C9 1.614 2.829 5.117
C10 1.920 3.794 6.227
C11 0.528 3.016 4.283
C12 0.202 2.128 3.260
N2 -0.989 2.433 2.509
C13 -1.679 3.586 2.537
C14 -2.926 3.372 1.985
C15 -2.923 2.041 1.616
N3 -1.755 1.465 1.935
C16 0.674 -2.426 2.018
C17 1.322 -3.647 1.880
N4 -0.749 -2.438 2.185
C18 -1.495 -3.324 2.860
C19 -2.825 -3.062 2.591
C20 -2.810 -1.982 1.719
N5 -1.552 -1.606 1.484
H1 4.473 -4.929 1.690
H2 3.060 -5.734 2.372
H3 3.179 -5.494 0.633
H4 4.478 -2.524 1.557
H5 3.321 -0.375 1.725
H6 2.615 -0.130 3.849
H7 3.197 1.451 5.570
H8 2.981 3.783 6.472
H9 1.644 4.813 5.958
H10 1.371 3.528 7.131
H11 -0.108 3.869 4.472
H12 -1.258 4.484 2.949
H13 -3.713 4.092 1.850
H14 -3.676 1.484 1.084
H15 0.739 -4.560 1.879
H16 -1.034 -4.065 3.491
H17 -3.683 -3.574 2.988
H18 -3.631 -1.448 1.268
N6 0.044 2.189 -7.013
C21 -0.374 2.126 -5.725
C22 0.547 1.926 -4.679
C23 0.117 1.845 -3.377
C24 -1.244 1.951 -3.088
C25 -2.171 2.177 -4.110
C26 -1.740 2.252 -5.411
S1 -1.802 1.932 -1.456
O1 -0.641 2.157 -0.541
O2 -2.935 2.780 -1.312
N7 -2.127 0.374 -0.954
C27 -2.857 -0.525 -1.744
N8 -2.594 -1.812 -1.547
C28 -3.319 -2.667 -2.273
C29 -4.258 -2.247 -3.196
C30 -4.410 -0.877 -3.337
N9 -3.720 -0.006 -2.603
H19 1.022 2.282 -7.220
H20 -0.593 2.487 -7.731
H21 1.605 1.867 -4.904
H22 0.835 1.739 -2.578
H23 -3.215 2.304 -3.866
H24 -2.454 2.434 -6.204
H25 -3.128 -3.721 -2.107
H26 -4.835 -2.948 -3.779
H27 -5.110 -0.456 -4.049
N10 3.765 -1.138 -3.669
C31 2.808 -0.911 -2.758
C32 1.584 -1.610 -2.786
C33 0.630 -1.336 -1.848
N11 0.815 -0.420 -0.875
C34 1.981 0.255 -0.834
C35 2.981 0.050 -1.740
H28 3.657 -1.852 -4.368
H29 4.652 -0.668 -3.619
H30 1.389 -2.356 -3.544
H31 -0.326 -1.846 -1.844
H32 2.089 0.985 -0.042
H33 3.895 0.625 -1.668


Entry 6:
Entry from the OMol25 dataset: a structure of composition C35H33N5O6SV in a non-equilibrium geometry (ωB97M-V/def2-TZVPD).

The HOMO-LUMO gap (spin up / spin down) comes out at 5.47 / 5.47 eV. The value obtained for the HOMO energy (spin up / spin down) is -16.3188 / -16.3189 eV. The net charge is +3.

CARTESIAN COORDINATES (ANGSTROEM)
V1 -0.415 1.612 0.028
C1 -4.483 3.011 -0.092
C2 -3.172 2.724 0.265
N1 -2.352 2.037 -0.546
C3 -2.823 1.639 -1.758
C4 -4.118 1.877 -2.181
C5 -4.961 2.587 -1.307
C6 -4.515 1.403 -3.478
C7 -3.635 0.759 -4.269
C8 -2.281 0.532 -3.837
C9 -1.303 -0.105 -4.624
C10 -0.043 -0.272 -4.118
C11 0.258 0.194 -2.838
N2 -0.638 0.803 -2.064
C12 -1.893 0.968 -2.582
H1 -5.100 3.574 0.593
H2 -2.783 3.059 1.215
H3 -5.983 2.800 -1.600
H4 -5.532 1.578 -3.811
H5 -3.932 0.409 -5.251
H6 -1.551 -0.453 -5.621
H7 0.735 -0.752 -4.694
H8 1.247 0.055 -2.441
C13 1.210 -3.532 -1.030
O1 2.239 -3.088 -0.131
C14 2.174 -3.625 1.125
C15 3.074 -4.607 1.506
C16 3.019 -5.142 2.783
C17 2.063 -4.697 3.690
C18 1.184 -3.694 3.324
C19 1.251 -3.154 2.045
N3 0.327 -2.099 1.693
C20 0.650 -0.982 1.091
N4 1.881 -0.705 0.784
C21 2.331 0.327 -0.073
C22 1.546 1.303 -0.644
C23 2.082 2.252 -1.507
C24 3.438 2.196 -1.780
C25 4.254 1.229 -1.206
C26 3.700 0.289 -0.356
O2 4.352 -0.701 0.259
C27 5.770 -0.850 -0.007
N5 -0.337 -0.050 0.733
C28 -1.741 -0.350 0.977
C29 -2.423 -1.025 -0.067
C30 -3.713 -1.422 0.064
C31 -4.381 -1.158 1.281
C32 -3.718 -0.572 2.331
C33 -2.373 -0.190 2.235
O3 -1.858 0.217 3.389
C34 -0.668 1.002 3.584
H9 1.614 -3.478 -2.036
H10 0.323 -2.894 -0.961
H11 0.925 -4.562 -0.813
H12 3.795 -4.956 0.776
H13 3.719 -5.918 3.070
H14 2.010 -5.123 4.682
H15 0.445 -3.324 4.030
H16 -0.620 -2.180 2.031
H17 2.596 -1.379 1.049
H18 1.470 3.005 -1.980
H19 3.866 2.923 -2.458
H20 5.314 1.212 -1.424
H21 6.080 -1.737 0.530
H22 6.311 0.019 0.363
H23 5.935 -0.984 -1.075
H24 -1.875 -1.239 -0.976
H25 -4.210 -1.952 -0.741
H26 -5.421 -1.443 1.402
H27 -4.200 -0.413 3.289
H28 -0.499 0.996 4.652
H29 -0.837 2.019 3.256
H30 0.197 0.574 3.086
C35 1.615 4.778 1.207
S1 0.211 3.783 1.136
O4 -0.828 4.278 1.965
O5 -0.187 3.535 -0.306
O6 0.581 2.327 1.492
H31 1.352 5.719 0.713
H32 2.431 4.264 0.691
H33 1.827 4.939 2.267